No. 1
Formula: C11H11N2O2
Source: the OMol25 dataset
Level of theory: ωB97M-V/def2-TZVPD

The total charge is +1. For the HOMO-LUMO gap, the calculation gives 7.387 eV. Its HOMO energy is -11.6 eV. Its total energy is -18651.11975 eV.

```
26
Properties=species:S:1:pos:R:3:lowdin_charge:R:1
C -1.132 -1.692 2.388 -0.03
C -2.103 -1.796 1.369 0.01
C 0.132 -1.192 2.069 -0.01
C -1.815 -1.075 0.195 0.03
C 0.323 -0.591 0.816 -0.02
C 0.690 1.409 -3.003 -0.05
C 0.693 0.430 -1.975 -0.22
C -0.235 2.314 -2.807 -0.17
C -1.222 2.955 0.849 -0.36
C -0.444 0.257 -1.217 -0.11
C 2.050 -0.251 -1.849 -0.01
N -0.611 -0.479 -0.128 -0.07
N -1.271 4.121 1.029 0.29
O -1.122 2.948 -2.491 0.26
O -1.322 1.852 0.501 0.13
H -1.273 -2.187 3.404 0.15
H -3.138 -2.033 1.596 0.13
H 1.110 -1.226 2.712 0.16
H -2.583 -0.997 -0.539 0.14
H 1.223 0.003 0.605 0.15
H 1.576 1.470 -3.756 0.17
H -1.392 0.640 -1.583 0.14
H 2.084 -1.186 -1.418 0.05
H 2.733 0.352 -1.297 0.09
H 2.289 -0.375 -2.945 0.11
H -1.347 4.997 1.333 0.05
```



No. 2
Formula: C38H32BBrN8O2Pt
Source: the OMol25 dataset
Level of theory: ωB97M-V/def2-TZVPD

The total charge is +2. For the HOMO-LUMO gap, the calculation gives 5.560 eV. Its HOMO energy is -12.6 eV. Its total energy is -129894.28875 eV.

```
83
Properties=species:S:1:pos:R:3:lowdin_charge:R:1
Pt -0.678 0.187 0.279 1.53
C -0.838 0.173 -4.071 -0.05
C -1.242 0.311 -2.750 -0.07
N -0.366 0.198 -1.752 -0.02
C 0.928 -0.038 -2.089 -0.13
C 1.281 -0.223 -3.415 -0.01
N 0.407 -0.118 -4.408 0.15
C 1.889 -0.055 -0.971 -0.14
C 3.265 -0.097 -1.036 0.10
C 4.027 -0.033 0.137 -0.07
C 3.341 0.096 1.351 0.10
C 1.963 0.122 1.368 -0.16
N 1.283 0.038 0.216 -0.04
C 1.078 0.276 2.538 -0.17
C 1.511 0.256 3.855 -0.01
N 0.692 0.435 4.880 0.15
C -0.584 0.648 4.589 -0.04
C -1.066 0.633 3.290 -0.04
N -0.241 0.427 2.260 -0.04
C 5.512 -0.081 0.092 -0.16
C 6.271 -0.103 1.258 0.00
C 7.654 -0.152 1.162 -0.10
N 8.317 -0.182 0.009 0.10
C 7.588 -0.163 -1.102 -0.10
C 6.201 -0.114 -1.117 0.00
H -1.563 0.286 -4.869 0.14
H -2.275 0.494 -2.513 0.11
H 2.300 -0.473 -3.683 0.14
H 3.741 -0.159 -2.002 0.12
H 3.878 0.203 2.280 0.12
H 2.554 0.076 4.085 0.14
H -1.263 0.836 5.411 0.13
H -2.108 0.816 3.079 0.12
H 5.829 -0.092 2.244 0.11
H 8.258 -0.171 2.062 0.12
H 8.137 -0.188 -2.036 0.12
H 5.703 -0.098 -2.076 0.11
O -1.254 3.162 -0.462 0.13
B -0.445 2.305 0.249 -0.59
O 0.560 2.958 0.925 0.15
C 0.363 4.312 0.627 -0.18
C 1.089 5.396 1.057 0.02
C 0.654 6.638 0.599 -0.05
C -0.450 6.762 -0.241 -0.05
C -1.174 5.650 -0.667 0.03
C -0.729 4.436 -0.205 -0.18
H 1.942 5.292 1.712 0.13
H 1.187 7.528 0.905 0.12
H -0.754 7.746 -0.573 0.12
H -2.032 5.737 -1.319 0.13
C -4.317 -2.929 -0.829 -0.08
N -3.402 -3.124 -1.916 -0.26
C -3.432 -4.436 -2.534 -0.09
C -2.146 -2.425 -1.833 -0.18
C -1.170 -2.857 -0.737 -0.22
C -0.757 -4.195 -0.780 -0.03
C 0.041 -4.755 0.199 -0.06
C 0.455 -3.963 1.258 -0.07
C 0.108 -2.622 1.273 -0.14
C -0.687 -2.026 0.285 -0.19
H -5.232 -3.487 -1.027 0.09
H -4.589 -1.870 -0.760 0.07
H -3.936 -3.259 0.154 0.09
H -4.435 -4.634 -2.914 0.09
H -3.162 -5.261 -1.861 0.08
H -2.746 -4.452 -3.382 0.09
H -2.375 -1.364 -1.698 0.06
H -1.663 -2.545 -2.808 0.13
H -1.084 -4.812 -1.606 0.10
H 0.332 -5.795 0.139 0.12
H 1.066 -4.380 2.049 0.11
H 0.485 -2.039 2.107 0.07
Br -5.793 2.485 -1.087 0.87
C -4.843 1.282 -0.019 -0.65
C -5.453 0.583 1.011 -0.05
C -4.682 -0.297 1.750 -0.01
C -3.344 -0.446 1.452 -0.15
N -2.746 0.267 0.482 -0.10
C -3.491 1.112 -0.248 -0.17
H -6.507 0.714 1.217 0.13
H -5.118 -0.894 2.538 0.13
H -2.731 -1.191 1.943 0.12
H -2.988 1.722 -0.979 0.09
```